Record 1
79
Properties=species:S:1:pos:R:3:forces:R:3:mulliken_spin:R:1 method="wB97M-V/def2-TZVPD" relative_energy_kcal_mol=0.0 spin_multiplicity=3 s_squared=2.015 charge=0 orbital_gap_ev="6.496 / 6.238"
V 0.472 -1.389 0.084 -0.4 -0.2 0.4 1.973
O -1.213 -5.088 -0.946 0.0 0.1 0.0 0.028
C -0.755 -3.952 -0.927 -0.1 -0.1 0.0 0.006
N -0.076 -3.363 0.062 0.2 0.5 0.0 -0.081
C 0.136 -4.149 1.247 0.0 -0.1 0.0 0.020
C 1.388 -3.663 1.900 0.0 -0.1 0.1 0.014
C 2.058 -4.373 2.891 0.0 0.0 0.0 -0.004
C 3.198 -3.830 3.448 0.0 0.0 0.0 0.004
C 3.641 -2.587 3.010 0.0 0.0 0.0 0.000
C 2.919 -1.939 2.032 0.1 0.0 0.0 0.018
N 1.819 -2.470 1.484 -0.2 0.1 -0.2 -0.016
C -0.859 -3.052 -2.119 -0.1 0.0 -0.2 0.027
C -1.446 -3.476 -3.298 0.0 0.0 0.0 -0.002
C -1.431 -2.624 -4.387 0.0 0.0 0.0 0.005
C -0.818 -1.384 -4.261 0.0 0.0 0.0 -0.003
C -0.271 -1.032 -3.042 0.0 0.0 -0.1 0.021
N -0.303 -1.846 -1.980 0.1 0.0 0.2 -0.020
H -0.701 -4.047 1.953 0.0 0.0 0.0 -0.002
H 0.208 -5.212 1.001 0.0 0.0 0.0 0.000
H 1.678 -5.335 3.205 0.0 0.0 0.0 0.000
H 3.740 -4.365 4.217 0.0 0.0 0.0 0.000
H 4.526 -2.124 3.422 0.0 0.0 0.0 0.000
H 3.200 -0.957 1.675 0.0 0.0 0.0 -0.001
H -1.884 -4.464 -3.321 0.0 0.0 0.0 0.000
H -1.879 -2.921 -5.325 0.0 0.0 0.0 0.000
H -0.767 -0.690 -5.087 0.0 0.0 0.0 0.000
H 0.204 -0.069 -2.911 0.0 0.0 0.0 0.003
C -1.498 2.515 2.376 0.0 0.0 0.0 -0.002
C -0.550 1.958 3.429 0.0 0.0 0.0 0.001
C -0.615 0.425 3.575 0.1 0.0 0.1 0.003
C 0.375 -0.030 4.672 0.0 0.0 0.0 0.001
C 0.383 -1.534 4.907 0.0 0.0 0.0 0.001
C -2.021 0.030 4.005 0.0 0.0 0.0 -0.001
O -2.526 0.467 5.012 0.0 0.0 0.0 0.000
N -2.699 -0.854 3.196 -0.1 0.0 -0.1 0.001
C -2.259 -1.408 1.991 0.0 -0.2 0.3 -0.014
O -2.983 -2.117 1.334 0.0 0.1 0.0 0.003
N -0.961 -1.126 1.642 0.1 0.1 -0.4 0.132
C -0.216 -0.240 2.287 -0.1 0.0 0.0 -0.084
O 0.900 -0.007 1.750 0.1 0.0 -0.2 -0.026
H -1.417 3.600 2.324 0.0 0.0 0.0 0.000
H -2.537 2.273 2.609 0.0 0.0 0.0 0.000
H -1.268 2.124 1.383 0.0 0.0 0.0 0.002
H -0.783 2.378 4.408 0.0 0.0 0.0 0.000
H 0.482 2.220 3.189 0.0 0.0 0.0 0.000
H 0.101 0.498 5.586 0.0 0.0 0.0 0.000
H 1.367 0.313 4.373 0.0 0.0 0.0 0.000
H -0.583 -1.888 5.271 0.0 0.0 0.0 0.000
H 1.132 -1.800 5.653 0.0 0.0 0.0 0.000
H 0.623 -2.082 3.993 0.0 0.0 0.0 0.000
H -3.646 -1.084 3.468 0.0 0.0 0.0 -0.001
O 0.694 5.087 -6.596 0.0 0.0 -0.1 0.000
S 0.938 5.820 -5.368 -0.2 0.0 0.2 0.000
O 2.036 5.317 -4.565 0.0 0.0 0.0 0.000
O 0.845 7.259 -5.459 0.0 0.0 0.0 0.000
C -0.546 5.350 -4.398 0.3 0.1 -0.2 0.000
N -1.709 5.944 -4.663 -0.2 0.1 0.0 0.001
C -2.759 5.529 -3.976 0.0 -0.1 0.0 0.000
C -2.693 4.509 -3.028 0.0 0.0 0.0 0.001
C -1.440 3.956 -2.839 -0.1 0.2 -0.2 0.000
N -0.377 4.384 -3.512 0.0 -0.2 0.2 0.001
C -1.131 2.826 -1.936 0.1 -0.1 0.1 -0.001
C -2.044 1.835 -1.589 0.0 0.0 0.0 0.003
C -1.590 0.710 -0.924 0.0 0.0 0.0 0.079
N -0.310 0.553 -0.575 0.0 -0.3 0.1 -0.167
C 0.547 1.555 -0.810 0.0 0.1 0.0 0.057
C 0.186 2.690 -1.495 0.0 0.0 0.0 -0.001
H -3.703 6.020 -4.188 0.0 0.0 0.0 0.000
H -3.569 4.195 -2.477 0.0 0.0 0.0 0.000
H -3.080 1.892 -1.892 0.0 0.0 0.0 0.000
H -2.253 -0.119 -0.705 0.0 0.0 0.0 -0.006
H 1.559 1.415 -0.455 0.0 0.0 0.0 -0.003
H 0.911 3.450 -1.752 0.0 0.0 0.0 0.000
C 4.391 -0.664 -2.480 0.0 0.0 0.0 -0.001
C 3.204 -0.873 -1.675 -0.2 0.0 0.0 0.069
N 2.256 -1.040 -1.055 0.2 0.0 0.0 -0.043
H 4.093 -0.422 -3.500 0.0 0.0 0.0 0.001
H 4.993 -1.571 -2.479 0.0 0.0 0.0 0.002
H 4.968 0.163 -2.070 0.0 0.0 0.0 0.002


Record 2
62
Properties=species:S:1:pos:R:3:forces:R:3:lowdin_charge:R:1 method="wB97M-V/def2-TZVPD" charge=+1 orbital_gap_ev=9.239
Pb 0.269 -0.368 0.034 0.0 0.1 -0.1 1.144
C -1.359 -3.956 0.217 0.0 -0.1 0.0 -0.513
C -1.793 -3.468 1.590 -0.1 0.0 0.0 -0.489
S -0.680 -2.205 2.265 0.0 0.0 0.0 0.822
C -1.830 -1.240 3.282 -0.1 -0.1 0.0 -0.500
C -1.322 0.167 3.545 0.0 0.0 0.1 -0.509
S -1.221 1.267 2.114 0.1 0.0 -0.1 0.824
C -2.958 1.448 1.633 -0.1 0.0 0.0 -0.481
C -3.126 1.664 0.132 -0.1 0.1 0.1 -0.491
S -2.544 0.341 -0.944 0.0 0.0 0.0 0.836
C -3.554 -1.063 -0.431 -0.1 -0.1 0.0 -0.498
C -3.134 -2.292 -1.235 -0.1 0.0 0.0 -0.499
S -1.383 -2.761 -1.138 0.1 0.0 0.0 0.812
H -1.980 -4.807 -0.069 0.0 0.0 0.0 0.094
H -0.329 -4.320 0.242 0.0 0.0 0.0 0.052
H -1.810 -4.318 2.274 0.0 0.0 0.0 0.093
H -2.804 -3.062 1.555 0.0 0.0 0.0 0.068
H -1.969 -1.750 4.236 0.0 0.0 0.0 0.095
H -2.797 -1.222 2.779 0.0 0.0 0.0 0.057
H -0.309 0.144 3.951 0.0 0.0 0.0 0.074
H -1.952 0.637 4.302 0.0 0.0 0.0 0.095
H -3.371 2.312 2.155 0.0 0.0 0.0 0.093
H -3.514 0.572 1.965 0.0 0.0 0.0 0.067
H -2.572 2.543 -0.201 0.0 0.0 0.0 0.082
H -4.180 1.851 -0.082 0.0 0.0 0.0 0.095
H -4.606 -0.854 -0.641 0.0 0.0 0.0 0.100
H -3.450 -1.239 0.639 0.0 0.0 0.0 0.047
H -3.330 -2.122 -2.294 0.0 0.0 0.0 0.083
H -3.725 -3.160 -0.938 0.0 0.0 0.0 0.094
F 4.825 -0.124 -2.797 0.0 0.0 -0.1 0.142
C 4.045 0.883 -3.196 0.0 -0.1 0.0 -0.688
F 4.785 1.954 -3.413 0.0 0.0 0.0 0.173
F 3.413 0.532 -4.307 0.0 0.0 0.0 0.161
S 2.833 1.202 -1.851 0.3 0.4 0.0 0.593
O 1.992 0.011 -1.813 0.0 -0.1 -0.2 -0.508
O 3.620 1.452 -0.676 -0.1 -0.1 0.0 -0.273
N 2.108 2.472 -2.419 -0.1 -0.2 0.1 -0.269
S 0.566 2.697 -2.238 0.0 0.1 -0.2 0.604
O 0.222 4.056 -2.462 0.0 0.0 0.1 -0.226
O 0.022 2.032 -1.056 0.0 0.0 0.2 -0.475
C -0.245 1.772 -3.629 0.1 0.0 0.1 -0.672
F -1.446 2.294 -3.840 -0.1 0.0 0.0 0.151
F 0.480 1.856 -4.733 0.0 0.0 0.0 0.165
F -0.402 0.477 -3.305 0.1 0.1 -0.1 0.086
C 2.209 -3.530 -1.832 0.0 0.0 -0.1 -0.375
S 2.565 -2.563 -0.357 -0.1 0.1 0.1 0.695
C 2.681 -3.857 0.886 0.0 -0.1 0.0 -0.386
H 3.045 -4.187 -2.065 0.0 0.0 0.0 0.050
H 2.080 -2.821 -2.649 0.0 0.0 0.0 0.041
H 1.300 -4.121 -1.722 0.0 0.0 0.0 0.021
H 1.782 -4.474 0.916 0.0 0.0 0.0 0.024
H 2.809 -3.364 1.849 0.0 0.0 0.0 0.032
H 3.545 -4.494 0.699 0.0 0.0 0.0 0.047
N 5.338 0.199 1.954 -0.2 0.1 -0.1 0.162
N 4.005 0.563 2.068 0.2 -0.1 0.0 -0.283
N 3.636 1.767 2.425 0.0 0.0 -0.1 0.157
C 2.318 1.650 2.392 0.0 0.1 0.0 -0.196
N 1.936 0.412 2.047 -0.1 0.1 -0.1 -0.086
N 3.050 -0.278 1.848 0.0 0.1 0.0 0.062
H 5.845 1.068 1.811 0.0 0.0 0.1 0.110
H 5.410 -0.358 1.107 0.0 0.0 0.0 0.104
H 1.644 2.461 2.613 0.0 0.0 0.0 0.111


Record 3
59
Properties=species:S:1:pos:R:3:forces:R:3:lowdin_charge:R:1 method="wB97M-V/def2-TZVPD" relative_energy_kcal_mol=108.9 charge=-1 orbital_gap_ev=5.153
N -0.007 -0.667 -0.341 0.0 -0.3 0.1 0.308
H -0.728 -0.328 0.280 0.2 0.5 0.2 0.096
H 0.597 0.007 -0.789 0.1 0.3 0.1 0.067
H -0.516 -1.220 -1.016 -1.0 -1.0 -1.3 0.062
H 0.536 -1.405 0.082 0.7 -0.2 0.5 0.058
C -2.075 -4.807 -1.853 -0.1 -0.1 -0.9 -0.039
C -1.199 -3.635 -1.421 1.2 -0.1 0.7 -0.800
O -1.676 -2.498 -1.469 -3.0 2.8 -0.6 -0.096
O -0.023 -3.745 -1.084 1.2 -2.1 0.4 -0.020
H -2.830 -5.224 -1.186 0.5 0.1 0.7 0.055
H -1.421 -5.588 -2.240 -0.2 -0.2 0.1 0.062
H -2.713 -4.435 -2.655 0.2 0.0 -0.4 0.054
C 3.882 -0.121 -2.830 0.2 -0.2 0.5 -0.046
C 3.662 -1.435 -1.944 1.7 -1.5 -2.5 -0.815
O 2.846 -1.390 -1.068 -3.2 2.2 3.2 -0.037
O 4.228 -2.513 -2.229 1.5 0.5 -1.3 -0.104
H 3.016 0.038 -3.474 -0.2 -0.2 0.0 0.044
H 4.764 -0.070 -3.469 0.1 -0.6 0.0 0.039
H 3.949 0.748 -2.176 -0.2 0.1 0.2 0.038
C 1.711 4.166 -3.847 1.3 0.6 -0.1 -0.046
C 0.209 3.979 -3.945 1.5 -0.4 1.1 -0.275
O 0.298 2.574 -3.607 -6.2 -0.2 -1.4 0.130
C 1.089 2.373 -2.572 1.5 -2.3 -0.6 -0.570
O 1.104 1.462 -1.787 -0.5 2.1 -0.9 0.174
O 2.071 3.187 -2.866 3.1 1.9 1.6 0.078
F -0.407 4.184 -5.123 0.6 -0.6 -0.2 0.091
H 2.183 5.065 -3.449 -0.8 0.5 -0.1 0.136
H 2.191 4.001 -4.812 0.0 -0.6 0.0 0.142
H -0.303 4.625 -3.232 -0.4 -0.6 0.4 0.170
C -3.823 1.177 -1.110 1.2 1.2 0.2 -0.083
C -5.066 0.444 -1.046 -1.8 1.1 -0.8 -0.395
O -5.124 0.009 0.265 -0.8 -1.3 0.1 0.153
C -3.825 -0.228 0.637 0.2 2.1 -0.2 -0.549
O -3.434 -0.690 1.637 -0.1 -1.4 1.2 0.204
O -3.051 0.463 -0.195 1.8 -0.7 0.0 0.058
F -4.977 -0.543 -1.939 -0.4 -1.9 -0.6 0.101
H -3.986 2.154 -0.654 0.3 0.5 -0.6 0.149
H -3.369 1.126 -2.099 0.0 0.4 0.2 0.163
H -5.925 1.045 -1.343 -0.3 -0.1 0.6 0.171
C 0.848 1.936 3.513 0.5 -0.6 0.4 -0.080
C 0.223 3.309 3.567 1.3 -0.9 0.4 -0.323
O -0.341 3.522 2.314 0.1 0.8 0.8 0.151
C -0.428 2.344 1.666 0.2 -0.4 0.9 -0.519
O -1.014 2.251 0.651 0.1 -0.7 -0.6 0.193
O 0.170 1.368 2.423 -0.6 -0.5 -1.4 0.083
F 1.213 4.217 3.790 -0.6 0.6 0.4 0.070
H 0.708 1.404 4.454 -0.8 -0.3 -0.2 0.131
H 1.930 1.848 3.419 0.1 0.7 -0.7 0.147
H -0.518 3.200 4.359 -0.2 1.4 0.1 0.170
C 1.911 -3.550 4.561 1.5 0.2 1.3 -0.069
C 1.237 -2.276 4.967 -2.3 -1.8 -1.9 -0.312
O 0.607 -1.925 3.695 0.1 1.0 2.2 0.131
C 1.360 -2.447 2.717 -0.5 -0.1 -3.1 -0.562
O 1.228 -2.278 1.543 -0.1 0.4 1.4 0.194
O 2.258 -3.283 3.196 0.8 -1.9 1.9 0.130
F 2.130 -1.375 5.349 0.6 1.3 0.3 0.099
H 1.411 -4.474 4.849 -0.8 0.0 -1.2 0.139
H 2.765 -3.640 5.234 0.8 0.2 -0.6 0.135
H 0.449 -2.433 5.703 0.0 0.5 0.0 0.166


no.,largest force on an atom (eV/Å)
1,0.57
2,0.52
3,6.33